This record from OMol25 describes a structure of composition C46H43As2IrN2O8P. The level of theory is wB97M-V/def2-TZVPD.

The calculation puts the relative energy (zero: lowest compared OMol25 entry of this formula, charge and spin) at 0.000 eV. The calculation puts the total energy at -201556.10782 eV. The value obtained for the LUMO energy (spin up / spin down) is -2.86 / -4.13 eV. Its HOMO energy (spin up / spin down) is -8.500 / -10.911 eV.

```
! RIJCOSX wB97M-V def2-TZVPD def2/J DEFGRID3
* xyz 1 5
Ir 0.070 0.153 -0.063
N 1.804 -2.370 -0.724
P 2.133 -1.015 0.270
C 3.887 -0.773 -0.090
C 4.318 0.358 -0.770
C 5.667 0.524 -1.058
C 6.581 -0.446 -0.678
C 6.152 -1.582 0.000
C 4.812 -1.742 0.306
C 2.072 -1.621 1.972
C 2.137 -2.970 2.306
C 2.096 -3.358 3.637
C 1.998 -2.400 4.637
C 1.928 -1.053 4.308
C 1.957 -0.664 2.979
C 0.643 -2.534 -1.451
C 0.431 -3.695 -2.203
C -0.748 -3.833 -2.892
C -1.711 -2.825 -2.830
C -1.430 -1.714 -2.080
N -0.271 -1.559 -1.410
H 2.531 -3.048 -0.902
H 3.610 1.122 -1.055
H 5.994 1.423 -1.562
H 7.632 -0.315 -0.896
H 6.866 -2.333 0.309
H 4.500 -2.608 0.880
H 2.188 -3.726 1.531
H 2.132 -4.408 3.893
H 1.964 -2.706 5.674
H 1.828 -0.309 5.087
H 1.865 0.386 2.718
H 1.187 -4.469 -2.218
H -0.930 -4.730 -3.470
H -2.656 -2.907 -3.345
H -2.132 -0.901 -1.985
C -1.334 -0.092 1.314
C -2.439 -0.305 1.800
C -3.718 -0.531 2.344
C -4.645 0.600 2.334
C -6.024 0.427 2.153
C -6.873 1.520 2.082
C -6.373 2.810 2.204
C -5.008 2.997 2.390
C -4.155 1.910 2.445
C -4.041 -1.859 2.837
C -5.060 -2.075 3.777
C -5.328 -3.346 4.253
C -4.592 -4.436 3.806
C -3.570 -4.238 2.885
C -3.293 -2.970 2.412
H -6.428 -0.568 2.027
H -7.932 1.362 1.925
H -7.040 3.660 2.160
H -4.609 3.998 2.498
H -3.092 2.059 2.594
H -5.618 -1.234 4.166
H -6.110 -3.486 4.988
H -4.808 -5.428 4.178
H -2.985 -5.080 2.538
H -2.490 -2.819 1.700
C -3.991 1.543 -1.695
O -2.561 1.665 -1.833
C -2.074 1.786 -3.077
O -2.743 1.800 -4.070
C -0.587 2.018 -3.027
C 0.172 1.902 -4.112
As 1.927 2.706 -4.477
C 2.907 1.032 -4.763
C 2.561 3.072 -2.654
C 1.870 3.069 -1.518
As 0.106 2.326 -1.250
C -0.837 3.856 -0.542
C 2.406 3.688 -0.247
O 2.537 4.873 -0.112
O 2.640 2.772 0.695
C 3.236 3.279 1.905
C 3.983 3.558 -2.592
O 4.664 3.528 -1.597
O 4.411 3.966 -3.785
C 5.772 4.438 -3.825
C -0.331 1.262 -5.380
O -0.249 1.799 -6.453
O -0.730 0.010 -5.173
C -1.278 -0.644 -6.330
H -4.152 1.071 -0.731
H -4.396 0.946 -2.509
H -4.440 2.534 -1.709
H 2.546 0.586 -5.689
H 2.774 0.339 -3.933
H 3.962 1.273 -4.882
H -0.946 4.596 -1.333
H -0.252 4.278 0.273
H -1.808 3.531 -0.176
H 4.044 3.966 1.665
H 3.614 2.406 2.429
H 2.484 3.791 2.502
H 5.926 4.793 -4.837
H 6.454 3.622 -3.592
H 5.907 5.242 -3.105
H -1.582 -1.627 -5.986
H -0.525 -0.722 -7.111
H -2.133 -0.082 -6.702
*
```

Results of the Löwdin charge analysis, in e, for atoms 1 through 4:
1 Ir 0.87
2 N -0.10
3 P 0.90
4 C -0.33